Molecular formula: C6H10N3O
Method: DFT, ωB97M-V with the def2-TZVPD basis set

Its energy above the lowest of the compared OMol25 structures with the same formula, charge and spin is 102.7 kcal/mol. The HOMO energy comes out at -12.58 eV. As for the lowest unoccupied orbital energy: -3.772 eV. The charge is +1. The orbital gap is 8.810 eV.

The geometry in XYZ format:
```
20
C6H10N3O (ωB97M-V with the def2-TZVPD basis set)
C 2.805 -0.884 -1.001
C 1.458 -0.752 -0.994
C 3.569 -0.027 -0.133
C 0.812 0.233 -0.258
C -1.749 0.454 1.156
C -1.504 0.261 -0.329
N 2.939 0.860 0.631
N 1.590 1.009 0.433
N -1.712 1.286 -1.110
O -1.521 -0.859 -1.044
H 3.267 -1.601 -1.614
H 0.959 -1.477 -1.681
H 4.601 -0.231 0.270
H -0.954 1.008 1.462
H -2.669 1.074 1.267
H -1.948 -0.486 1.784
H 1.325 1.916 0.866
H -1.917 1.043 -2.110
H -2.166 2.196 -0.919
H -1.415 -1.732 -0.740
```

Here are the natural (NBO) charges for atoms 1 to 8, given in e:
1 C -0.14
2 C -0.27
3 C 0.01
4 C 0.03
5 C -0.68
6 C 0.72
7 N -0.19
8 N -0.32